No. 1
ORCA calculation (wB97M-V/def2-TZVPD) on a structure of composition C22H16N3V in a non-equilibrium geometry.

Geometry as XYZ:
```
42
Properties=species:S:1:pos:R:3:forces:R:3
V 1.681 1.589 0.020 0.456 0.466 -0.416
N -5.708 -5.427 -0.528 0.059 0.060 0.006
N -0.139 1.648 -0.226 -1.046 0.158 -0.179
N 1.659 -0.244 -0.211 0.219 -0.894 -0.113
C -2.181 2.573 -0.586 0.145 0.013 0.030
C -1.091 0.617 -0.262 -0.281 -0.056 -0.025
C -2.726 -1.872 0.742 -0.015 0.113 -0.011
C 2.802 -1.002 -0.248 0.209 -0.677 0.045
C 2.362 3.926 0.221 0.191 0.083 0.081
C 3.426 1.719 1.595 0.181 0.288 0.288
C -1.922 -2.596 -1.421 0.080 -0.018 0.019
C 3.423 3.187 -0.334 0.255 0.263 0.177
C -0.748 -0.742 -0.263 -0.007 -0.035 0.041
C -3.829 -3.660 -0.423 0.141 0.141 0.012
C 2.510 -2.345 -0.325 0.065 0.131 0.048
C 0.589 -1.153 -0.265 -0.056 -0.233 -0.059
C 2.268 2.364 2.075 0.475 0.397 0.355
C -4.872 -4.640 -0.481 -0.183 -0.192 -0.017
C -0.835 2.815 -0.434 -0.661 0.272 0.083
C -2.350 1.185 -0.473 0.187 -0.050 -0.010
C -1.818 -1.756 -0.310 0.005 -0.030 -0.089
C 4.005 2.136 0.395 0.164 0.188 0.089
C 1.113 -2.450 -0.309 -0.058 0.224 -0.063
C -3.721 -2.831 0.692 -0.001 -0.012 -0.006
C 1.792 3.521 1.428 0.192 0.065 0.174
C -2.932 -3.538 -1.484 -0.001 0.010 0.022
H -0.345 3.775 -0.475 0.056 -0.022 0.033
H 1.008 4.107 1.891 -0.139 -0.106 -0.092
H -4.416 -2.941 1.513 -0.007 -0.005 -0.009
H 3.888 0.941 2.189 -0.111 -0.150 -0.099
H 1.842 2.064 3.023 -0.120 -0.115 -0.074
H -2.639 -1.226 1.607 -0.015 -0.018 0.004
H 3.882 3.518 -1.257 -0.075 -0.075 -0.073
H 2.036 4.836 -0.266 -0.141 -0.095 -0.092
H -2.950 3.307 -0.761 0.028 0.014 -0.030
H 0.537 -3.362 -0.338 -0.036 0.024 0.044
H -3.029 -4.178 -2.350 -0.019 -0.004 0.008
H 3.786 -0.559 -0.230 -0.028 0.061 0.025
H 3.221 -3.154 -0.365 0.000 0.020 -0.027
H 4.930 1.695 0.047 -0.106 -0.152 -0.099
H -1.229 -2.487 -2.245 -0.026 -0.030 -0.006
H -3.276 0.639 -0.569 0.020 -0.024 0.004
```
Forces are in eV/Å.

As for the expectation value of S²: 2.03. As for the total charge: +2. Its spin multiplicity is 3. The value obtained for the orbital gap (spin up / spin down) is 5.57 / 5.96 eV.

Here are the Löwdin charges for atoms 1 to 5, given in e: 1.070 0.206 -0.095 -0.092 0.006


No. 2
ORCA calculation (wB97M-V/def2-TZVPD) on a structure of composition C22H17BCuF4N3O4SSi in a non-equilibrium geometry.

Geometry as XYZ:
```
54
Properties=species:S:1:pos:R:3:forces:R:3
Cu -1.443 0.096 0.987 0.556 0.910 -0.574
S 4.268 -2.391 -6.044 0.382 0.200 -0.070
Si -0.141 1.958 1.416 0.363 0.646 0.798
F -6.604 -1.801 -0.053 -0.803 0.291 -0.135
F -4.774 -2.719 -1.037 0.427 -0.318 -0.796
F -5.254 -3.185 1.129 0.087 -0.565 0.628
F -4.519 -1.115 0.537 0.380 0.731 0.051
O 5.157 -3.451 -5.576 -0.244 0.150 -0.078
O -3.047 -1.502 2.815 0.688 0.585 -1.100
O 4.109 -2.326 -7.491 -0.088 -0.054 0.308
O 4.486 -1.103 -5.404 -0.247 -0.318 -0.072
N 2.025 -2.361 -4.469 -0.170 0.367 0.438
N 2.224 -4.121 -6.004 -0.075 -0.413 -0.394
N -0.759 -0.768 -0.664 0.062 -0.128 -0.376
C -1.025 -2.376 -2.403 0.272 0.012 -0.100
C 0.571 1.085 4.088 -0.049 -0.025 0.130
C -2.211 4.880 3.622 -0.127 0.014 0.197
C 2.395 1.104 2.567 0.047 0.054 -0.089
C -0.292 4.837 1.645 0.122 0.019 -0.107
C 2.644 -2.997 -5.441 0.403 0.094 -0.098
C 1.119 -4.655 -5.518 -0.064 0.039 0.146
C -1.504 -1.656 -1.320 -0.109 -0.349 -0.283
C 2.719 0.289 4.800 0.159 -0.078 0.115
C -1.740 3.676 3.128 -0.074 -0.050 0.050
C 0.911 -2.896 -3.960 0.139 -0.621 -0.676
C 0.417 -4.103 -4.456 0.105 0.339 0.098
C -1.728 6.073 3.114 -0.052 0.171 -0.005
C -2.542 -0.940 1.961 -1.326 -1.154 2.346
C 1.388 0.556 5.072 -0.024 -0.012 0.226
C 3.220 0.565 3.540 0.228 -0.051 0.017
C -0.761 6.047 2.123 0.010 0.228 0.024
C 0.279 -2.161 -2.851 -0.221 0.465 0.576
C -0.775 3.627 2.129 -0.006 -0.540 -0.235
C 1.055 1.377 2.817 -0.316 0.012 -0.424
C 0.477 -0.531 -1.107 0.241 -0.076 -0.203
C 1.024 -1.183 -2.189 -0.124 -0.208 -0.089
B -5.300 -2.211 0.146 -0.152 -0.121 -0.027
H 0.897 2.575 0.509 -0.104 -0.307 -0.269
H 2.019 -0.963 -2.537 0.166 0.048 0.007
H -2.137 2.750 3.521 -0.136 -0.090 0.034
H -2.962 4.890 4.401 -0.061 -0.008 0.032
H 0.990 0.343 6.057 -0.050 -0.006 0.013
H -0.451 -4.590 -4.037 -0.049 0.015 -0.023
H -2.115 7.016 3.476 0.018 0.046 0.049
H 0.785 -5.570 -5.995 -0.063 -0.081 0.036
H -0.470 1.268 4.314 -0.138 -0.003 0.055
H -0.369 6.974 1.724 0.010 0.068 -0.036
H -2.519 -1.803 -0.973 -0.081 -0.036 0.057
H 3.361 -0.136 5.563 -0.011 0.008 -0.004
H 4.259 0.360 3.311 0.041 -0.014 -0.002
H 2.801 1.321 1.589 0.088 0.014 -0.123
H 0.470 4.826 0.877 0.057 0.030 -0.084
H 1.052 0.210 -0.572 -0.008 0.114 0.085
H -1.680 -3.090 -2.879 -0.079 -0.041 -0.045
```
Forces are in eV/Å.

As for the total charge: -2. Its relative energy (zero: lowest compared OMol25 entry of this formula, charge and spin) is 51.3 kJ/mol. Its spin multiplicity is 1. The value obtained for the orbital gap is 7.34 eV.

Here are the Löwdin charges for atoms 1 to 5, given in e: 0.219 0.399 0.653 0.113 0.097